C44H114F2HgN7O24S2 as an isolated structure. Source: the Open Molecules 2025 dataset; level of theory: ωB97M-V/def2-TZVPD.

```
194
Properties=species:S:1:pos:R:3
Hg 1.12 3.37 -0.03
N 0.63 1.39 0.86
S -0.34 0.80 1.85
O 0.11 0.23 3.08
O -1.70 0.60 1.42
F -0.53 2.30 2.46
S 0.93 -0.07 0.13
O 0.00 -0.47 -0.90
O 1.65 -1.11 0.81
F 2.09 0.66 -0.81
C 1.99 2.96 4.39
C 2.63 2.94 2.97
O 2.13 3.93 2.08
O 2.66 3.93 5.21
H 2.15 2.00 4.88
H 0.93 3.17 4.28
H 2.41 2.00 2.47
H 3.69 3.17 3.07
H 2.61 4.73 2.30
H 1.99 4.61 5.28
C -2.60 1.61 5.19
C -3.62 2.57 4.61
O -4.66 2.85 5.53
O -1.92 2.19 6.28
H -1.92 1.18 4.45
H -3.14 0.76 5.63
H -4.08 2.10 3.73
H -3.05 3.45 4.33
H -4.34 3.46 6.20
H -1.70 1.51 6.93
C -3.96 -1.26 2.12
C -3.28 -2.61 1.76
O -1.83 -2.56 1.53
O -5.30 -1.51 2.37
H -3.95 -0.64 1.22
H -3.42 -0.76 2.92
H -3.71 -3.02 0.85
H -3.49 -3.36 2.53
H -1.68 -3.28 0.91
H -5.29 -1.91 3.25
C 3.07 -0.59 -4.12
C 3.50 0.53 -5.11
O 3.02 0.19 -6.38
O 3.77 -1.77 -4.39
H 2.02 -0.86 -4.07
H 3.39 -0.17 -3.16
H 4.58 0.56 -5.03
H 3.05 1.50 -4.89
H 3.43 0.70 -7.09
H 3.44 -2.18 -5.19
C -3.36 -6.42 -3.22
O -2.58 -6.40 -2.07
C -3.29 -5.97 -0.87
C -2.31 -5.92 0.30
N -1.23 -4.99 0.05
C 0.10 -5.56 0.38
C 1.21 -4.62 -0.05
O 1.24 -4.57 -1.46
C 1.92 -3.42 -2.03
H -2.82 -6.82 -4.08
H -3.79 -5.46 -3.52
H -4.20 -7.12 -3.14
H -4.06 -6.72 -0.69
H -3.75 -5.01 -1.11
H -1.90 -6.92 0.45
H -2.84 -5.60 1.21
H -1.13 -4.77 -0.93
H 0.17 -6.53 -0.11
H 0.21 -5.61 1.46
H 2.19 -4.74 0.41
H 0.85 -3.63 0.25
H 2.05 -3.68 -3.08
H 2.91 -3.27 -1.59
H 1.39 -2.48 -1.88
C -5.12 -5.52 -6.39
O -4.27 -4.44 -6.40
C -2.95 -4.84 -6.84
C -2.01 -3.64 -7.07
N -1.93 -2.73 -5.94
C -1.28 -3.31 -4.73
C -1.32 -2.40 -3.51
O -2.69 -2.09 -3.24
C -2.82 -1.75 -1.87
H -5.10 -6.12 -7.30
H -6.14 -5.15 -6.28
H -4.86 -6.12 -5.52
H -3.00 -5.40 -7.78
H -2.40 -5.47 -6.14
H -2.30 -3.06 -7.95
H -0.98 -3.94 -7.27
H -2.86 -2.53 -5.59
H -0.21 -3.47 -4.86
H -1.75 -4.24 -4.41
H -0.73 -1.48 -3.59
H -0.81 -2.92 -2.70
H -2.42 -2.55 -1.24
H -3.87 -1.52 -1.69
H -2.33 -0.81 -1.63
C 4.64 -0.68 7.21
O 4.41 -1.36 5.98
C 3.60 -0.66 5.08
C 2.89 -1.54 4.11
N 1.82 -2.26 4.70
C 1.15 -2.96 3.65
C -0.01 -3.79 4.24
O 0.50 -4.72 5.18
C -0.54 -5.63 5.66
H 3.87 -0.91 7.95
H 4.96 0.35 7.06
H 5.55 -1.07 7.66
H 4.16 0.10 4.53
H 2.83 -0.15 5.66
H 3.58 -2.31 3.76
H 2.53 -0.90 3.30
H 2.22 -2.88 5.39
H 1.89 -3.49 3.04
H 0.74 -2.33 2.86
H -0.41 -4.41 3.44
H -0.73 -3.14 4.73
H -1.34 -5.15 6.22
H -0.18 -6.36 6.39
H -0.86 -6.14 4.75
C -4.91 1.83 -2.31
O -4.88 2.69 -1.18
C -4.86 2.04 0.08
C -5.24 3.07 1.09
N -4.04 3.93 1.26
C -4.38 5.01 2.22
C -5.17 6.10 1.49
O -4.57 6.50 0.27
C -4.89 7.81 -0.15
H -5.71 1.10 -2.25
H -3.94 1.36 -2.50
H -5.19 2.41 -3.20
H -3.84 1.69 0.24
H -5.44 1.12 0.11
H -5.52 2.59 2.03
H -6.05 3.64 0.63
H -4.07 4.42 0.37
H -3.44 5.44 2.56
H -4.73 4.52 3.13
H -5.30 6.88 2.24
H -6.18 5.74 1.28
H -4.64 8.54 0.63
H -5.97 7.87 -0.29
H -4.34 8.08 -1.05
C 2.30 6.61 0.00
O 1.18 5.75 0.21
C -0.02 6.50 0.20
C -1.14 5.50 0.68
N -1.18 4.26 -0.14
C -1.43 4.50 -1.53
C -1.28 3.17 -2.32
O 0.07 2.71 -2.09
C 0.65 1.96 -3.17
H 2.33 7.53 0.59
H 2.29 6.95 -1.03
H 3.23 6.06 0.17
H -0.10 6.85 -0.84
H 0.10 7.42 0.78
H -2.11 6.00 0.74
H -0.82 5.28 1.70
H -2.03 3.84 0.23
H -0.69 5.12 -2.04
H -2.37 5.01 -1.74
H -1.48 3.47 -3.36
H -1.94 2.39 -1.98
H 0.59 2.64 -4.02
H 0.16 1.00 -3.30
H 1.68 1.65 -3.00
C 4.62 -1.83 0.78
O 5.99 -1.45 0.70
C 6.19 -0.08 1.02
C 7.45 0.54 0.54
N 7.35 0.79 -0.90
C 8.59 1.31 -1.42
C 8.42 1.70 -2.87
O 7.55 2.78 -3.13
C 6.90 2.79 -4.42
H 4.15 -1.24 -0.01
H 4.14 -1.57 1.72
H 4.34 -2.87 0.62
H 6.06 0.01 2.10
H 5.36 0.53 0.63
H 8.24 -0.21 0.60
H 7.79 1.44 1.06
H 6.55 1.33 -1.19
H 9.35 0.54 -1.35
H 8.94 2.26 -0.99
H 8.15 0.81 -3.45
H 9.39 2.00 -3.28
H 7.68 2.65 -5.16
H 6.27 3.67 -4.52
H 6.25 1.91 -4.47
```

## Properties
Lowest unoccupied orbital energy in eV: -5.186
Spin multiplicity: 1
Kohn-Sham gap in eV: 4.71
ΔE to the lowest compared entry with this formula, charge and spin in kcal/mol: 4.2
Total charge: +1
Energy in hartree: -5082.6571

=====

An isolated molecule of C2H6N2. Source: the Open Molecules 2025 dataset; level of theory: ωB97M-V/def2-TZVPD.

```
10
Properties=species:S:1:pos:R:3
C -1.24 1.09 0.66
N -0.06 0.59 0.54
N -0.04 -0.40 -0.38
C 1.27 -1.04 -0.63
H -2.12 0.90 0.04
H -1.29 1.88 1.38
H -0.93 -0.99 -0.51
H 1.13 -1.62 -1.62
H 1.71 -1.69 0.16
H 1.96 -0.12 -0.81
```

## Properties
Lowest unoccupied orbital energy in eV: 1.216
Spin multiplicity: 1
Kohn-Sham gap in eV: 9.48
SMILES: C=NNC
ΔE to the lowest compared entry with this formula, charge and spin in kcal/mol: 59.1
Energy in hartree: -189.2354

=====

A 2-piece molecular cluster, C4H13NO overall. Source: the Open Molecules 2025 dataset; level of theory: ωB97M-V/def2-TZVPD.

```
19
Properties=species:S:1:pos:R:3
C 0.61 -0.15 1.29
N -0.32 0.01 0.10
C 0.54 0.23 -1.16
C 1.77 1.12 -0.74
C 1.15 -1.13 -1.48
H 0.74 0.90 1.62
H 0.08 -0.61 2.15
H 1.66 -0.74 1.26
H -0.89 -0.79 -0.12
H -0.08 0.60 -1.96
H 2.18 1.70 -1.51
H 1.59 1.83 0.10
H 2.54 0.45 -0.32
H 1.87 -1.00 -2.32
H 1.74 -1.53 -0.65
H 0.39 -1.82 -1.76
O -4.86 -0.01 1.80
H -5.52 0.38 1.14
H -5.17 0.54 2.54
```

## Properties
Lowest unoccupied orbital energy in eV: 0.975
Spin multiplicity: 1
Kohn-Sham gap in eV: 9.65
SMILES: CNC(C)C.O
ΔE to the lowest compared entry with this formula, charge and spin in kcal/mol: 39.4
Energy in hartree: -290.1341

=====

An isolated molecule of C25H24N2O7. Source: the Open Molecules 2025 dataset; level of theory: ωB97M-V/def2-TZVPD.

```
58
Properties=species:S:1:pos:R:3
C 7.61 3.57 0.85
C 6.73 2.60 0.07
C 5.25 2.92 0.24
C 4.38 1.94 -0.52
O 3.02 2.25 -0.25
C 2.05 1.45 -0.73
C 0.74 1.78 -0.34
C -0.32 0.98 -0.71
C -0.10 -0.17 -1.47
C -1.20 -1.08 -1.88
O -1.31 -1.53 -2.99
N -2.14 -1.41 -0.93
C -2.21 -1.16 0.43
C -1.20 -1.17 1.33
C 0.20 -1.50 1.11
C 0.59 -2.57 0.30
C 1.93 -2.84 0.09
C 2.88 -2.01 0.67
N 4.27 -2.20 0.36
O 4.60 -3.24 -0.18
O 5.03 -1.29 0.62
C 2.52 -0.97 1.51
C 1.18 -0.73 1.75
C -3.57 -0.86 0.97
O -3.79 -0.56 2.12
O -4.51 -0.98 0.03
C -5.86 -0.68 0.42
C -6.13 0.78 0.34
C -5.78 1.81 1.17
C -6.28 2.99 0.57
C -6.89 2.59 -0.58
O -6.80 1.26 -0.73
C 1.18 -0.44 -1.93
C 2.25 0.35 -1.56
H 8.66 3.32 0.72
H 7.45 4.59 0.52
H 7.38 3.52 1.91
H 6.99 2.65 -0.99
H 6.92 1.58 0.41
H 5.04 3.93 -0.11
H 4.98 2.87 1.30
H 4.57 2.01 -1.60
H 4.60 0.91 -0.19
H 0.59 2.67 0.25
H -1.32 1.25 -0.40
H -2.99 -1.80 -1.33
H -1.46 -0.85 2.33
H -0.16 -3.19 -0.16
H 2.25 -3.66 -0.53
H 3.28 -0.36 1.97
H 0.88 0.07 2.40
H -6.49 -1.22 -0.29
H -6.02 -1.04 1.44
H -5.24 1.72 2.09
H -6.19 3.99 0.94
H -7.41 3.14 -1.34
H 1.34 -1.29 -2.57
H 3.24 0.10 -1.91
```

## Properties
Lowest unoccupied orbital energy in eV: -0.966
Spin multiplicity: 1
Kohn-Sham gap in eV: 7.63
SMILES: CCCCOc1ccc(C(=O)N/C(=C\c2ccc([N+](=O)[O-])cc2)C(=O)OCc2ccco2)cc1
ΔE to the lowest compared entry with this formula, charge and spin in kcal/mol: 79.9
Energy in hartree: -1603.1617

=====

An isolated molecule of C2H5N3O2. Source: the Open Molecules 2025 dataset; level of theory: ωB97M-V/def2-TZVPD.

```
12
Properties=species:S:1:pos:R:3
N 1.19 0.25 -1.96
C -0.13 -0.08 -1.35
O -1.16 -0.61 -1.62
N -0.10 0.33 -0.02
C -0.93 -0.22 1.04
N -0.22 0.12 2.27
O -2.07 -0.76 0.87
H 1.61 1.25 -1.82
H 1.23 0.18 -3.00
H 0.92 0.62 0.26
H -0.98 -0.35 2.80
H 0.64 -0.74 2.52
```

## Properties
Lowest unoccupied orbital energy in eV: 0.365
Spin multiplicity: 1
Kohn-Sham gap in eV: 10.44
SMILES: NC(=O)NC(N)=O
ΔE to the lowest compared entry with this formula, charge and spin in kcal/mol: 63.0
Energy in hartree: -393.9189

=====

C22H49GaN2OP3S as an isolated structure. Source: the Open Molecules 2025 dataset; level of theory: ωB97M-V/def2-TZVPD.

```
79
Properties=species:S:1:pos:R:3
Ga 0.66 -0.67 -0.21
P -1.27 -1.98 -0.72
P -1.36 1.32 1.49
P 0.90 -1.67 2.00
H 7.51 -0.91 -1.47
C 7.50 -1.96 -1.18
C 6.83 -2.95 -1.82
H 6.03 -2.83 -2.58
C -1.46 -1.73 -2.50
C -2.79 -1.38 0.07
C -1.07 -3.77 -0.50
C -0.35 2.67 2.18
C -2.47 2.34 0.44
C -2.50 0.99 2.90
C 2.15 -2.97 1.90
C -0.61 -2.40 2.72
C 1.48 -0.47 3.22
H 8.15 -2.28 -0.34
H 7.17 -3.97 -1.55
H -0.47 -1.64 -2.97
H -2.00 -0.78 -2.67
H -2.00 -2.57 -2.94
H -2.97 -0.34 -0.24
H -2.75 -1.41 1.17
H -3.63 -2.00 -0.27
H -0.08 -4.09 -0.87
H -1.85 -4.23 -1.12
H -1.18 -4.11 0.54
H -1.01 3.31 2.78
H 0.06 3.24 1.34
H 0.47 2.28 2.80
H -2.92 3.20 0.97
H -3.28 1.65 0.15
H -1.95 2.70 -0.46
H -2.87 1.95 3.30
H -1.95 0.45 3.68
H -3.35 0.37 2.58
H 2.34 -3.36 2.90
H 3.07 -2.58 1.46
H 1.77 -3.78 1.26
H -0.37 -2.75 3.74
H -0.96 -3.26 2.14
H -1.41 -1.65 2.78
H 2.13 -0.99 3.94
H 0.63 -0.03 3.77
H 2.05 0.34 2.74
C 3.30 -0.63 -1.55
C 3.54 0.00 -0.32
C 4.81 0.53 -0.09
C 5.70 0.74 -1.16
C 5.39 0.23 -2.44
C 4.20 -0.45 -2.65
S 2.07 -1.84 -1.75
H 0.68 0.92 -0.49
H 2.79 0.00 0.49
H 5.08 0.79 0.94
H 6.69 1.22 -1.06
H 6.10 0.28 -3.27
H 3.98 -0.90 -3.63
C -3.99 1.88 -3.13
N -2.89 2.65 -3.68
C -3.10 3.31 -4.94
C -1.64 2.35 -3.20
O -1.48 1.38 -2.42
N -0.59 3.14 -3.57
C -0.77 4.57 -3.87
C 0.72 2.72 -3.09
H -4.25 1.02 -3.77
H -4.86 2.53 -3.02
H -3.69 1.45 -2.17
H -3.41 4.35 -4.80
H -2.16 3.27 -5.52
H -3.91 2.80 -5.47
H 0.09 5.12 -3.49
H -0.83 4.77 -4.94
H -1.68 4.98 -3.38
H 0.87 2.98 -2.04
H 0.86 1.63 -3.16
H 1.48 3.21 -3.70
```

## Properties
Lowest unoccupied orbital energy (alpha / beta) in eV: -12.576 / -11.439
Spin multiplicity: 1
Kohn-Sham gap (alpha / beta) in eV: 3.00 / 4.14
ΔE to the lowest compared entry with this formula, charge and spin in kcal/mol: 23.0
Total charge: +3
Energy in hartree: -4398.4064

=====

A 3-piece molecular cluster, C17H28ClN3O4P overall. Source: the Open Molecules 2025 dataset; level of theory: ωB97M-V/def2-TZVPD.

```
54
Properties=species:S:1:pos:R:3
C 2.06 -1.13 1.35
C 1.31 -0.81 0.03
C 1.99 -1.54 -1.13
C -0.16 -1.25 0.04
C -1.17 -0.33 0.72
Cl -1.00 -0.44 2.52
P -2.92 -0.90 0.39
O -3.79 -0.96 1.56
O -3.44 0.07 -0.78
O -2.80 -2.29 -0.38
C -0.96 1.10 0.24
C 0.47 1.65 0.27
C 0.95 2.08 1.66
C 0.52 2.86 -0.66
N 1.40 0.64 -0.28
O 2.56 1.07 -0.57
H 1.39 -1.51 2.11
H 2.84 -1.88 1.16
H 2.56 -0.24 1.73
H 3.07 -1.36 -1.13
H 1.59 -1.21 -2.09
H 1.82 -2.62 -1.03
H -0.46 -1.34 -1.01
H -0.21 -2.25 0.46
H -4.22 0.56 -0.49
H -2.56 -2.21 -1.30
H -1.30 1.14 -0.79
H -1.60 1.78 0.81
H 0.29 2.88 2.04
H 1.96 2.48 1.57
H 0.94 1.28 2.39
H -0.37 3.48 -0.51
H 0.55 2.55 -1.71
H 1.40 3.47 -0.48
N 3.42 7.02 -1.33
C 3.15 6.84 -2.66
C 3.17 5.50 -2.91
C 3.46 4.83 -1.69
C 3.62 5.80 -0.73
H 3.47 7.90 -0.86
H 2.97 7.68 -3.30
H 2.99 5.04 -3.87
H 3.55 3.77 -1.54
H 3.84 5.72 0.32
N -2.53 -6.68 1.01
C -3.17 -5.50 0.75
C -4.49 -5.67 1.09
C -4.64 -7.00 1.57
C -3.41 -7.60 1.51
H -1.55 -6.85 0.86
H -2.66 -4.65 0.36
H -5.26 -4.92 1.01
H -5.55 -7.46 1.92
H -3.10 -8.59 1.77
```

## Properties
Lowest unoccupied orbital energy (alpha / beta) in eV: 0.185 / 0.171
Spin multiplicity: 2
Kohn-Sham gap (alpha / beta) in eV: 8.31 / 8.29
Energy in hartree: -1931.3750

=====

C4H8N2O2 as an isolated structure. Source: the Open Molecules 2025 dataset; level of theory: ωB97M-V/def2-TZVPD.

```
16
Properties=species:S:1:pos:R:3
C -0.07 0.93 -1.06
C 0.69 1.45 -2.34
C 2.09 0.13 -0.19
C 0.63 0.37 0.16
N -1.70 0.08 -1.24
N -1.49 1.27 -0.95
O -2.10 2.26 -0.77
O 0.43 1.20 1.34
H 1.40 0.72 -2.68
H 1.30 2.23 -1.83
H -0.02 1.61 -3.13
H 2.42 -0.49 0.67
H 2.62 1.15 -0.34
H 2.29 -0.50 -1.02
H 0.04 -0.61 0.37
H 0.94 1.99 1.11
```

## Properties
Lowest unoccupied orbital energy (alpha / beta) in eV: 0.718 / -2.415
Spin multiplicity: 3
Kohn-Sham gap (alpha / beta) in eV: 7.40 / 7.83
ΔE to the lowest compared entry with this formula, charge and spin in kcal/mol: 108.7
Energy in hartree: -416.8894